# 1
{
  "formula": "C21H45AuN2O6P3",
  "method": "the ωB97M-V functional and the def2-TZVPD basis",
  "symbols": ["Au", "C", "C", "C", "O", "P", "O", "C", "P", "O", "O", "C", "C", "C", "O", "C", "C", "C", "O", "C", "C", "C", "H", "H", "H", "H", "H", "H", "H", "H", "H", "H", "H", "H", "H", "H", "H", "H", "H", "H", "H", "H", "H", "H", "H", "H", "H", "H", "H", "H", "H", "H", "C", "P", "C", "C", "C", "C", "C", "C", "C", "H", "H", "H", "H", "H", "H", "H", "H", "H", "H", "H", "N", "N", "H", "H", "H", "H"],
  "coordinates": [[-0.33021, -1.83870, -0.77992], [-3.13031, 2.94364, 3.01317], [-2.27883, 1.74912, 2.63999], [-1.17440, 1.51790, 3.65471], [-1.65987, 2.02107, 1.33094], [-1.78027, 1.07534, 0.09048], [-1.53836, -0.38238, 0.40029], [-0.51967, 1.77049, -1.01521], [1.15032, 1.41891, -0.36516], [1.30907, -0.00641, 0.08187], [1.47173, 2.34792, 0.84683], [1.71117, 3.80079, 0.68447], [3.13655, 4.08738, 1.09689], [0.69979, 4.56078, 1.51980], [2.03956, 1.82642, -1.58985], [3.39028, 1.28653, -1.82139], [3.27335, -0.02247, -2.58651], [4.15840, 2.33947, -2.58480], [-3.19731, 1.17131, -0.53970], [-3.89091, 2.42203, -0.90106], [-3.91042, 2.54167, -2.41325], [-5.28322, 2.37147, -0.31675], [-3.53946, 2.80010, 4.01221], [-3.95421, 3.08043, 2.31518], [-2.52397, 3.84967, 3.01312], [-2.90145, 0.85561, 2.53669], [-0.67874, 2.45821, 3.89364], [-0.42245, 0.82995, 3.27199], [-1.60608, 1.11388, 4.57019], [-0.65629, 2.84677, -1.13101], [-0.59890, 1.29245, -1.99359], [1.57814, 4.04768, -0.37282], [3.30072, 3.78371, 2.13128], [3.33190, 5.15542, 1.01361], [3.85229, 3.55659, 0.46770], [0.90677, 4.42194, 2.58170], [-0.31705, 4.22959, 1.31349], [0.77685, 5.62285, 1.29159], [3.85618, 1.10023, -0.84946], [2.81434, 0.16000, -3.55949], [2.66181, -0.72918, -2.02213], [4.26616, -0.44429, -2.73968], [3.64909, 2.57222, -3.52041], [5.16073, 1.97705, -2.80697], [4.23969, 3.26102, -2.00941], [-3.32958, 3.25702, -0.46866], [-4.45922, 1.70137, -2.83895], [-2.90354, 2.56074, -2.83305], [-4.41746, 3.46148, -2.69904], [-5.83025, 1.51607, -0.71437], [-5.81744, 3.28250, -0.58055], [-5.27197, 2.28012, 0.76885], [1.89908, -3.67204, -2.66394], [0.38178, -3.81403, -1.69584], [-0.83527, -4.58761, -2.79971], [0.64779, -5.02514, -0.38573], [1.91787, -5.56683, -0.10549], [2.02129, -6.60698, 0.78639], [0.87509, -7.07952, 1.46453], [-0.39202, -6.53886, 1.19827], [-0.50374, -5.49991, 0.31047], [2.71068, -3.25166, -2.07120], [1.70808, -3.01106, -3.50980], [2.18872, -4.65248, -3.04639], [-0.40588, -5.51957, -3.17094], [-1.03815, -3.92048, -3.63634], [-1.76701, -4.80390, -2.27944], [2.80662, -5.21726, -0.61314], [2.98591, -7.06732, 0.95734], [0.97528, -7.85361, 2.21628], [-1.26984, -6.93436, 1.69119], [-1.47719, -5.06319, 0.12080], [0.85746, -1.21610, 2.50666], [-0.26279, -1.89592, 2.40708], [1.60631, -1.61636, 3.06006], [1.08026, -0.60475, 1.68543], [-1.00458, -1.39451, 1.89890], [-0.51882, -2.49006, 3.18705]],
  "homo_lumo_gap_ha": [0.34429, 0.18897],
  "total_charge": 3,
  "multiplicity": 3,
  "homo_energy_ev": [-18.25, -18.18],
  "s2": 2.024,
  "lumo_energy_ev": [-8.89, -13.04]
}

=====

# 2
{
  "formula": "C4H12S",
  "method": "the ωB97M-V functional and the def2-TZVPD basis",
  "symbols": ["C", "C", "H", "H", "H", "H", "H", "H", "C", "C", "S", "H", "H", "H", "H", "H", "H"],
  "coordinates": [[-2.29085, 0.97535, -0.03391], [-3.16663, 1.77683, -0.94049], [-2.72237, 0.54897, 0.92056], [-1.87114, 0.04170, -0.36030], [-1.28565, 1.44538, 0.23822], [-3.93962, 1.17499, -1.37365], [-2.57861, 2.20932, -1.79556], [-3.58340, 2.69186, -0.32006], [1.54998, -0.11435, 0.74698], [3.27196, -2.27488, 0.07620], [3.14433, -0.51067, -0.02428], [1.12904, -0.82858, 1.29717], [1.65663, 0.82369, 1.37204], [0.72935, 0.16629, -0.11019], [2.29376, -2.92908, -0.17814], [3.64126, -2.65362, 1.10986], [4.02194, -2.54319, -0.62443]],
  "homo_lumo_gap_ha": 0.34641,
  "homo_energy_ev": -8.43,
  "smiles": "CSC.CC",
  "e_above_lowest_kcal_mol": 32.3,
  "lumo_energy_ev": 1.00
}

=====

# 3
{
  "formula": "C42H34BrClHgN5O5PSe",
  "method": "the ωB97M-V functional and the def2-TZVPD basis",
  "symbols": ["Hg", "Br", "C", "C", "C", "C", "O", "C", "C", "N", "C", "C", "C", "C", "C", "C", "C", "C", "N", "C", "C", "H", "H", "H", "H", "H", "H", "H", "H", "H", "H", "O", "Cl", "O", "O", "O", "N", "C", "C", "C", "C", "C", "C", "P", "C", "C", "C", "C", "C", "C", "C", "C", "C", "C", "C", "C", "H", "H", "H", "H", "H", "H", "H", "H", "H", "H", "H", "H", "H", "H", "H", "H", "C", "N", "C", "Se", "N", "C", "C", "C", "C", "C", "C", "H", "H", "H", "H", "H", "H", "H", "H"],
  "coordinates": [[-1.49164, -1.08495, 0.73035], [1.06059, -7.26402, 4.04499], [0.70701, -5.74404, 2.94255], [0.99056, -5.81697, 1.58535], [0.75185, -4.70615, 0.80097], [0.24566, -3.49557, 1.31703], [0.13262, -2.46567, 0.51504], [-0.05534, -3.45175, 2.73147], [-0.59266, -2.31390, 3.42124], [-0.86868, -1.14047, 2.86735], [-1.23085, -0.05040, 3.60318], [-0.91967, 0.12224, 4.96081], [-1.33070, 1.25423, 5.65224], [-2.06523, 2.24754, 5.03482], [-2.36998, 2.15091, 3.66104], [-3.09917, 3.13353, 2.96194], [-3.38929, 2.94868, 1.63118], [-2.92227, 1.80809, 0.98928], [-2.19753, 0.88989, 1.60225], [-1.93861, 1.01157, 2.92548], [0.18759, -4.60551, 3.50554], [1.39362, -6.72557, 1.15879], [0.96677, -4.74243, -0.26064], [-0.77374, -2.45666, 4.48830], [-0.32007, -0.62235, 5.46632], [-1.07817, 1.34825, 6.70185], [-2.41322, 3.10938, 5.59121], [-3.42512, 4.02529, 3.48345], [-3.96250, 3.67928, 1.07615], [-3.13354, 1.62298, -0.05777], [-0.04349, -4.58326, 4.56325], [-5.16227, -2.67728, 2.40491], [-4.48691, -2.47782, 1.16602], [-5.10924, -3.22929, 0.12352], [-3.09735, -2.90508, 1.30176], [-4.50423, -1.07199, 0.82526], [2.10550, -0.88279, 2.47395], [2.99283, -0.02524, 1.88810], [4.33408, -0.00749, 2.31031], [5.23886, 0.88583, 1.78193], [4.83710, 1.81227, 0.82574], [3.52127, 1.81176, 0.40385], [2.59007, 0.90417, 0.90885], [0.85987, 0.91776, 0.26677], [1.33349, 0.95530, -1.51104], [1.58672, -0.30157, -2.06555], [2.10150, -0.41433, -3.34712], [2.33844, 0.72361, -4.10630], [2.05963, 1.97228, -3.57423], [1.57379, 2.09222, -2.27867], [0.43949, 2.66612, 0.61751], [0.85289, 3.24779, 1.81476], [0.50391, 4.55397, 2.11856], [-0.25054, 5.30144, 1.22639], [-0.69316, 4.72122, 0.04890], [-0.37848, 3.40234, -0.23880], [2.48279, -1.66844, 2.97480], [1.23153, -1.05888, 1.99466], [4.64863, -0.72257, 3.06211], [6.26973, 0.86135, 2.11270], [5.54295, 2.52061, 0.41157], [3.20619, 2.52540, -0.34528], [1.39676, -1.18473, -1.46052], [2.32307, -1.38953, -3.76122], [2.73794, 0.63278, -5.10828], [2.24143, 2.86561, -4.16063], [1.39858, 3.07702, -1.86798], [1.45349, 2.67553, 2.51124], [0.82114, 4.99266, 3.05588], [-0.50591, 6.32830, 1.45621], [-1.29498, 5.29634, -0.64446], [-0.76555, 2.94194, -1.14006], [-1.93928, 1.16422, -3.97324], [-1.48438, -0.20331, -4.03947], [-1.61320, -1.10893, -3.03789], [-2.70182, -0.96480, -1.52982], [-1.01316, -2.24851, -3.45242], [-0.50953, -2.09256, -4.72490], [0.16680, -2.94833, -5.57818], [0.52005, -2.44771, -6.82487], [0.20663, -1.14586, -7.20292], [-0.46498, -0.28347, -6.34623], [-0.81207, -0.77899, -5.10061], [-2.44021, 1.29402, -3.01604], [-2.64740, 1.37110, -4.77695], [-1.08975, 1.84405, -4.04678], [-0.98947, -3.07809, -2.88077], [0.39909, -3.96382, -5.28996], [1.04689, -3.08872, -7.51907], [0.48748, -0.79721, -8.18794], [-0.71156, 0.72615, -6.64308]],
  "homo_lumo_gap_ha": [0.14352, 0.23104],
  "total_charge": -1,
  "multiplicity": 2,
  "homo_energy_ev": [-2.04, -4.43],
  "s2": 0.809,
  "e_above_lowest_kcal_mol": 0.0,
  "lumo_energy_ev": [1.86, 1.86]
}

=====

# 4
{
  "formula": "C38H45BFN12O3SbScSe4",
  "method": "the ωB97M-V functional and the def2-TZVPD basis",
  "symbols": ["Sc", "C", "C", "C", "C", "N", "N", "B", "N", "C", "C", "C", "C", "N", "N", "C", "C", "C", "C", "N", "N", "C", "C", "C", "C", "N", "H", "H", "H", "H", "H", "H", "H", "H", "H", "H", "H", "H", "H", "H", "H", "H", "H", "H", "H", "H", "C", "C", "N", "C", "C", "C", "O", "O", "C", "O", "C", "C", "C", "F", "C", "C", "C", "N", "C", "C", "N", "C", "C", "H", "H", "H", "H", "H", "H", "H", "H", "H", "H", "H", "H", "H", "H", "H", "H", "H", "H", "C", "C", "C", "C", "N", "C", "C", "H", "H", "H", "H", "H", "H", "H", "Se", "Sb", "Se", "Se", "Se"],
  "coordinates": [[0.38400, -0.08075, 0.34554], [-1.55139, 1.94238, 2.55783], [-2.31294, 0.84972, 1.88697], [-3.62371, 0.44341, 2.13288], [-3.83294, -0.63269, 1.29871], [-2.71291, -0.84409, 0.59509], [-1.76975, 0.06078, 0.95258], [-2.29427, -1.96854, -0.37684], [-1.67359, -1.34821, -1.66793], [-2.18062, -1.47906, -2.90059], [-1.34416, -0.84212, -3.78972], [-0.30792, -0.32630, -3.00938], [0.87589, 0.42164, -3.53600], [-0.52214, -0.61982, -1.71444], [-1.20690, -2.81193, 0.33117], [-1.36268, -3.96662, 0.99451], [-0.15974, -4.29728, 1.58327], [0.70321, -3.24916, 1.25264], [2.14112, -3.08990, 1.62020], [0.05989, -2.35543, 0.49738], [-3.46042, -2.83782, -0.78339], [-3.41927, -4.04983, -1.40807], [-4.63847, -4.26997, -1.98050], [-5.39705, -3.10865, -1.68408], [-6.80538, -2.79462, -2.06425], [-4.67361, -2.25276, -0.98665], [-2.19611, 2.80292, 2.73188], [-1.17741, 1.60581, 3.52813], [-0.69775, 2.27266, 1.96478], [-4.33172, 0.89311, 2.80805], [-4.70299, -1.24025, 1.12717], [-3.09686, -2.01900, -3.07258], [-1.44942, -0.77208, -4.85887], [1.35469, -0.16812, -4.31854], [0.56785, 1.36697, -3.98908], [1.61682, 0.63608, -2.76925], [-2.30992, -4.47880, 1.00119], [0.06513, -5.17707, 2.16142], [2.33940, -3.55526, 2.58459], [2.78302, -3.57057, 0.87909], [2.42540, -2.03959, 1.67593], [-2.52754, -4.65540, -1.40637], [-4.95497, -5.14018, -2.53023], [-7.48444, -3.57546, -1.72230], [-7.10083, -1.84476, -1.62336], [-6.90719, -2.72088, -3.14764], [2.13922, 2.61053, 7.62009], [3.02058, 1.59350, 6.90851], [2.33827, 0.97054, 5.76542], [2.55659, 1.46414, 4.53458], [1.95452, 1.01412, 3.39643], [2.31918, 1.68079, 2.09262], [3.28033, 2.41896, 2.05335], [1.56425, 1.37277, 1.08330], [1.03581, -0.06507, 3.47146], [0.45503, -0.58192, 2.49036], [0.78946, -0.59692, 4.80658], [-0.09128, -1.67026, 4.95786], [-0.31238, -2.20846, 6.19100], [-1.11704, -3.28370, 6.28818], [0.29452, -1.69076, 7.34795], [1.15588, -0.61615, 7.19357], [1.43979, -0.07222, 5.93382], [0.06470, -2.20951, 8.63984], [1.18931, -2.65119, 9.44949], [0.98247, -2.13369, 10.87884], [-0.50060, -2.01173, 11.12121], [-1.25061, -3.13025, 10.46458], [-1.14822, -2.96637, 8.94005], [2.67712, 3.04630, 8.46141], [1.21879, 2.15962, 7.99293], [1.86829, 3.41665, 6.93856], [3.36211, 0.80772, 7.58072], [3.91456, 2.07766, 6.52165], [3.27169, 2.27372, 4.44763], [-0.56677, -2.09279, 4.08085], [1.60067, -0.18801, 8.08131], [2.12361, -2.26580, 9.05004], [1.26520, -3.74494, 9.44662], [1.41260, -1.14414, 11.01783], [1.39350, -2.81015, 11.62541], [-0.82332, -1.12939, 10.72000], [-0.69442, -1.98597, 12.12304], [-2.28448, -3.11467, 10.80017], [-0.79216, -4.05606, 10.80658], [-2.00875, -2.42108, 8.55403], [-1.16111, -3.96467, 8.49776], [5.72726, -1.58768, -3.26126], [4.54355, -1.26497, -2.40501], [4.50827, -0.13435, -1.59558], [3.40192, 0.11907, -0.81139], [2.31867, -0.67639, -0.77779], [2.35447, -1.77277, -1.55803], [3.42207, -2.09359, -2.36415], [6.29367, -0.69123, -3.50561], [5.42355, -2.08201, -4.18254], [6.39306, -2.26853, -2.72655], [5.33713, 0.56057, -1.57730], [3.36605, 1.00792, -0.19566], [1.47492, -2.40169, -1.53620], [3.37655, -2.98776, -2.97227], [-4.15626, 1.36717, -1.65998], [-2.44930, 2.56032, -2.70943], [-1.82013, 3.51403, -4.72720], [-1.40387, 4.14808, -0.48326], [-0.30441, 2.30561, -1.21869]],
  "homo_lumo_gap_ha": [0.25701, 0.21384],
  "total_charge": 2,
  "multiplicity": 2,
  "homo_energy_ev": [-11.87, -11.84],
  "s2": 0.756,
  "e_above_lowest_kcal_mol": 6.2,
  "lumo_energy_ev": [-4.87, -6.02]
}